#i
{
  "formula": "C17H23N3O3",
  "method": "ωB97M-V/def2-TZVPD",
  "homo_lumo_gap_ev": 8.79,
  "smiles": "CC[C@H](C)[C@H](N)C(=O)N[C@@H](Cc1c[nH]c2ccccc12)C(=O)O",
  "e_homo_ev": -8.3,
  "symbols": ["C", "C", "C", "C", "C", "N", "C", "O", "N", "C", "C", "C", "C", "N", "C", "C", "C", "C", "C", "C", "C", "O", "O", "H", "H", "H", "H", "H", "H", "H", "H", "H", "H", "H", "H", "H", "H", "H", "H", "H", "H", "H", "H", "H", "H", "H"],
  "xyz": [[-4.240, -0.985, 1.601], [-3.533, -0.166, 0.454], [-2.425, -0.933, -0.324], [-2.930, -2.340, -0.845], [-1.083, -1.178, 0.419], [-0.542, -0.012, 1.095], [0.035, -1.565, -0.532], [-0.087, -1.709, -1.743], [1.212, -1.516, 0.081], [2.545, -1.663, -0.530], [2.971, -0.361, -1.212], [2.593, 0.865, -0.372], [3.366, 1.507, 0.574], [2.740, 2.677, 1.013], [1.582, 2.782, 0.292], [0.568, 3.766, 0.458], [-0.586, 3.653, -0.338], [-0.698, 2.561, -1.190], [0.311, 1.599, -1.374], [1.448, 1.714, -0.578], [3.548, -2.170, 0.544], [3.204, -2.442, 1.662], [4.805, -2.481, 0.094], [-3.542, -1.095, 2.450], [-4.469, -1.989, 1.216], [-5.144, -0.475, 1.964], [-4.382, 0.130, -0.202], [-3.209, 0.853, 0.882], [-2.152, -0.260, -1.178], [-2.242, -2.638, -1.623], [-2.895, -3.162, -0.125], [-3.919, -2.242, -1.280], [-1.234, -1.937, 1.221], [-1.315, 0.353, 1.597], [-0.358, 0.769, 0.350], [1.169, -0.911, 0.898], [2.471, -2.504, -1.273], [4.010, -0.443, -1.390], [2.337, -0.285, -2.103], [4.312, 1.195, 1.004], [2.972, 3.162, 1.871], [0.726, 4.548, 1.139], [-1.446, 4.338, -0.184], [-1.548, 2.331, -1.722], [0.037, 0.714, -1.990], [5.019, -2.057, -0.772]]
}

#ii
{
  "formula": "C17H23N3O3",
  "method": "ωB97M-V/def2-TZVPD",
  "homo_lumo_gap_ev": 9.12,
  "smiles": "CCCCn1c(N(CCOC(C)=O)C(C)=O)nc2ccccc21",
  "e_homo_ev": -8.5,
  "symbols": ["C", "C", "C", "C", "N", "C", "N", "C", "C", "O", "C", "C", "O", "C", "C", "O", "N", "C", "C", "C", "C", "C", "C", "H", "H", "H", "H", "H", "H", "H", "H", "H", "H", "H", "H", "H", "H", "H", "H", "H", "H", "H", "H", "H", "H", "H"],
  "xyz": [[-3.487, -1.105, 2.581], [-2.361, -1.858, 1.884], [-1.576, -0.939, 0.950], [-0.481, -1.708, 0.213], [0.467, -0.860, -0.472], [0.266, 0.223, -1.295], [-0.982, 0.742, -1.614], [-1.125, 2.173, -1.379], [-1.301, 2.499, 0.104], [-0.188, 2.052, 0.875], [0.894, 2.851, 0.902], [2.010, 2.215, 1.683], [0.936, 3.927, 0.373], [-1.981, 0.084, -2.285], [-1.638, -1.269, -2.857], [-3.071, 0.594, -2.434], [1.369, 0.788, -1.697], [2.385, 0.064, -1.137], [3.762, 0.230, -1.233], [4.561, -0.659, -0.545], [4.014, -1.692, 0.217], [2.649, -1.875, 0.320], [1.836, -0.983, -0.361], [-3.088, -0.281, 3.169], [-4.036, -1.767, 3.246], [-4.183, -0.699, 1.850], [-2.781, -2.687, 1.309], [-1.688, -2.281, 2.633], [-1.116, -0.134, 1.526], [-2.268, -0.494, 0.234], [-0.928, -2.418, -0.492], [0.093, -2.285, 0.942], [-2.009, 2.508, -1.925], [-0.230, 2.671, -1.758], [-1.406, 3.583, 0.217], [-2.172, 1.989, 0.518], [1.619, 1.480, 2.379], [2.573, 2.983, 2.206], [2.677, 1.718, 0.980], [-1.969, -1.276, -3.894], [-0.574, -1.479, -2.819], [-2.198, -2.044, -2.337], [4.173, 1.031, -1.826], [5.635, -0.559, -0.596], [4.676, -2.368, 0.737], [2.245, -2.685, 0.910]]
}

Quick look at relative energies in hartree: #i 0.0545; #ii 0.0000.

#i
{
  "formula": "C8H7NO2",
  "method": "ωB97M-V/def2-TZVPD",
  "homo_lumo_gap_ev": 8.76,
  "e_homo_ev": -8.7,
  "symbols": ["C", "C", "C", "C", "C", "C", "C", "C", "H", "H", "H", "H", "H", "H", "H", "N", "O", "O"],
  "xyz": [[2.514, -1.104, -1.182], [1.167, -0.510, -0.755], [-0.033, -0.651, -1.532], [-1.204, 0.156, -1.138], [-1.166, 0.682, 0.112], [-1.836, 1.196, 2.305], [-0.149, 0.601, 0.983], [1.056, -0.045, 0.643], [3.549, -0.604, -0.775], [2.547, -2.120, -0.691], [2.679, -1.113, -2.249], [0.146, -1.002, -2.523], [-2.169, 0.388, -1.704], [-3.471, 0.444, 0.931], [1.773, 0.037, 1.278], [-2.284, 1.200, 0.855], [-2.651, 1.355, 3.131], [-0.466, 1.088, 2.312]]
}

#ii
{
  "formula": "C8H7NO2",
  "method": "ωB97M-V/def2-TZVPD",
  "homo_lumo_gap_ev": 9.62,
  "smiles": "Cc1ccc2c(=O)[nH]oc2c1",
  "e_homo_ev": -9.1,
  "symbols": ["C", "C", "C", "C", "C", "C", "O", "N", "O", "C", "C", "H", "H", "H", "H", "H", "H", "H"],
  "xyz": [[0.026, 2.211, 1.906], [0.016, 0.955, 1.126], [-0.405, -0.313, 1.562], [-0.635, -1.310, 0.655], [-0.197, -1.161, -0.668], [-0.192, -2.038, -1.802], [-0.519, -3.217, -1.957], [0.357, -1.274, -2.787], [0.838, -0.063, -2.398], [0.334, 0.010, -1.079], [0.443, 1.055, -0.207], [-0.896, 2.429, 2.460], [0.304, 3.071, 1.195], [0.817, 1.961, 2.702], [-0.806, -0.445, 2.515], [-1.052, -2.280, 0.825], [0.807, -1.712, -3.594], [0.763, 2.120, -0.454]]
}

Quick look at relative energies in hartree: #i 0.0475; #ii 0.0000.